1.
An isolated molecule of C3H7Cl2P. Source: the Open Molecules 2025 dataset; level of theory: the ωB97M-V functional and the def2-TZVPD basis.

XYZ file:
```
13
Properties=species:S:1:pos:R:3:forces:R:3
Cl 0.6015 -0.6185 2.1980 -0.18 0.00 0.31
Cl -0.8201 1.9233 1.5762 0.38 -0.51 0.12
P 2.1516 1.6362 0.5362 -1.60 -3.44 1.15
C -1.5652 -0.5301 -0.3104 0.71 4.93 0.79
C 0.3256 0.6374 1.0118 1.43 1.70 -1.73
C -0.1748 0.0650 -0.3514 2.15 1.54 0.87
H 0.6474 -0.6928 -0.5933 -1.31 0.85 -0.11
H 2.6854 0.1700 0.3672 -0.30 2.28 0.35
H 2.4357 1.7446 1.9507 0.16 -0.18 -0.68
H -0.0538 0.9912 -1.0011 -0.38 -1.43 0.21
H -1.5865 -1.0726 0.5385 -0.49 -2.92 2.19
H -1.6346 -0.8882 -1.2396 -1.19 -2.47 -3.15
H -2.3374 0.2596 -0.1528 0.63 -0.36 -0.34
```
Forces are in eV/Å.

Computed properties:
SMILES string = CCC(P)(Cl)Cl
Relative energy (zero: lowest compared OMol25 entry of this formula, charge and spin) = 20.46 kcal/mol

2.
A structure of composition C7H28Al2N14O15P2. Source: the Open Molecules 2025 dataset; level of theory: the ωB97M-V functional and the def2-TZVPD basis.

XYZ file:
```
68
Properties=species:S:1:pos:R:3:forces:R:3
P 2.6104 -3.6886 4.0371 0.76 0.15 -0.19
P 0.4584 -0.0958 1.0706 -0.31 -0.56 1.83
Al 3.1985 -0.3038 3.3993 -0.81 -0.77 -0.38
Al -0.2744 -3.5818 1.9091 0.50 1.06 -0.74
O 1.4704 -1.3087 1.2523 -0.88 0.46 -0.01
O 2.6033 4.8706 2.8470 1.11 3.64 1.79
O 2.0463 -4.7345 3.0463 0.46 0.79 0.24
O -1.5028 3.2279 -3.1396 1.70 0.11 0.40
O 1.5510 -2.5575 3.8816 0.72 -0.03 0.46
O 0.7319 0.7094 -0.2298 -0.92 -1.42 1.43
O 4.4369 2.8484 -2.2044 1.93 0.26 -0.62
O -0.9889 -0.7525 1.1386 2.45 0.89 -0.23
O 0.7925 0.8535 2.2921 -0.41 -1.49 -1.51
O 4.0659 -3.1295 3.6997 -2.97 -1.09 0.91
O -3.1061 -3.8818 0.7572 5.18 -3.92 2.66
O -0.9273 -3.3910 -0.9656 2.90 -3.58 4.14
O -3.6890 3.0226 1.6076 -0.25 0.03 1.41
O 2.6060 -4.2050 5.5106 0.39 1.05 -1.88
O 2.9455 -2.2271 -3.3520 3.13 -3.02 -1.55
N -2.6180 1.5228 0.5361 3.54 -2.89 -6.79
N 2.1512 3.3562 1.4565 0.28 -2.45 -4.34
N 0.8580 3.4788 3.2251 -1.60 -0.16 0.52
N -1.5912 -1.4499 -1.7414 0.77 4.83 2.29
N -0.5329 2.9151 -1.1160 1.18 0.88 0.82
N 1.7819 -1.4305 -1.6834 -1.21 -1.96 6.69
N 1.8960 -0.3201 -3.3955 -1.73 6.26 -3.65
N -3.7572 -1.7980 0.5598 1.71 4.75 1.44
N -2.9082 1.0905 2.6230 0.01 -1.17 2.89
N -0.6281 1.2985 -2.5689 1.76 -4.71 -0.65
N 4.0366 0.8523 -1.0498 2.21 -0.57 -0.05
N -1.8857 -3.0825 -2.9679 0.42 -2.71 -1.40
N 2.5003 2.2515 -1.4357 -4.93 2.02 0.33
N -4.9692 -3.4097 -0.1578 -5.63 -0.85 -2.11
C -0.7806 2.5533 -2.3650 -5.63 4.42 -2.47
C 1.8210 4.0296 2.5288 1.91 0.07 0.57
C 2.3433 -1.3575 -2.8259 -0.28 -2.19 -1.64
C -3.9016 -3.0671 0.4820 -1.30 -0.15 -1.74
C 3.7492 2.0235 -1.6669 1.17 0.38 0.46
C -1.3188 -2.7147 -1.8319 -3.01 1.61 -2.81
C -3.1094 1.9334 1.6060 -2.73 4.00 3.75
H 2.8989 3.6443 0.8416 -0.10 0.27 0.54
H -2.2600 2.2345 -0.0848 -0.59 -0.14 -0.28
H -0.2218 2.0836 -0.6344 0.28 0.98 1.69
H 1.7141 2.4790 1.2126 -0.02 -0.06 0.05
H 2.1876 3.2118 -1.4320 -0.13 -0.14 -0.48
H -0.1716 0.8498 -1.7877 -0.20 -1.02 -0.44
H -2.7895 -1.5494 0.7074 -0.24 0.67 0.33
H -0.9806 0.7955 -3.3707 0.27 0.68 0.13
H 1.9820 -0.1088 -4.3794 0.24 -0.08 0.37
H 3.2937 0.1752 -1.1483 0.74 -0.69 0.28
H -0.8420 3.8183 -0.7861 0.27 -0.29 0.13
H -1.8083 -0.8738 -2.5421 0.06 0.03 0.85
H -2.2045 0.3742 2.5141 -0.06 0.06 -0.15
H -5.2584 -4.3452 -0.4052 0.52 0.08 0.56
H -1.3586 -1.0862 -0.8283 -0.07 0.92 -0.22
H 5.0279 0.6613 -1.0816 -0.26 -1.01 -0.14
H -4.3857 -1.1093 0.1716 0.28 -0.28 0.01
H 1.2702 0.2175 -2.8129 0.24 0.59 -1.23
H 0.5207 3.8910 4.0833 0.01 -0.50 -0.27
H -1.7316 -4.0690 -3.1205 -0.52 0.28 -1.45
H 0.6901 2.5933 2.7694 -1.46 -0.67 1.30
H -2.1688 -2.2808 -3.5130 -0.23 -1.65 -0.98
H 1.9542 1.5980 -0.8927 -0.15 0.19 0.08
H 1.9567 -2.2433 -1.1099 -0.05 0.29 0.06
H -2.0315 0.7047 0.6184 0.06 -0.01 -0.44
H -2.9766 1.3962 3.5832 -0.47 0.26 -0.35
H 1.2555 -0.6610 -1.2950 0.18 -0.43 0.32
H -5.7275 -2.7520 -0.0459 -0.23 -0.30 -0.50
```
Forces are in eV/Å.

3.
A cluster of 2 separate species, C44H46F5N4O in total. Source: the Open Molecules 2025 dataset; level of theory: the ωB97M-V functional and the def2-TZVPD basis.

XYZ file:
```
100
Properties=species:S:1:pos:R:3:forces:R:3
F 5.9843 -0.9785 -6.5382 -0.91 -0.08 -0.21
F 4.1753 -0.7866 -4.5058 -0.27 -0.10 -0.77
F 0.6312 -1.4838 -7.5945 0.89 0.13 0.16
F 5.1266 -1.4423 -9.1053 -0.67 0.12 0.73
F 2.4423 -1.6369 -9.6344 0.25 0.12 0.85
O 2.4086 -4.0515 -5.4864 -1.19 0.84 0.90
N 0.4041 -4.2491 -4.3540 0.68 0.49 -0.27
N 0.5602 -2.5125 -2.9158 -0.25 1.82 1.41
N 1.0929 1.9165 3.8554 -0.14 -0.25 -0.33
N -1.0488 2.4085 3.7828 0.13 0.02 -0.73
C 2.0464 -0.7609 3.7696 0.10 -0.51 0.14
C 2.8738 0.3775 3.2611 0.34 0.29 -0.10
C -2.3586 2.7385 3.3347 -0.34 0.56 0.44
C -2.5566 -2.3920 1.0235 0.33 0.29 -0.59
C -0.5620 -4.6402 -2.1442 0.34 -0.06 0.10
C -4.0696 -0.4280 2.2443 -0.30 -0.20 0.13
C 1.5621 -3.6212 -4.7091 0.70 -0.70 -0.09
C 4.1382 0.1649 2.6988 -0.10 0.32 -0.04
C 1.6086 -2.3003 -3.9178 0.97 -0.91 -0.29
C 4.2325 -1.3230 -8.1079 0.14 -0.03 -0.30
C -2.5348 3.5918 2.2323 -0.48 0.00 0.23
C -0.3517 -3.6243 -3.2764 -0.47 -0.41 -0.29
C -3.4401 2.4028 4.1709 -0.24 0.17 -0.48
C -3.8438 3.9497 1.8749 0.12 -0.29 0.25
C -0.9256 -0.8001 0.0869 -0.22 -1.39 -2.17
C -4.5375 -1.7481 2.2445 0.67 0.14 -0.50
C -1.3865 4.2375 1.5179 0.09 0.35 -0.55
C 0.3893 -1.6472 -1.8930 0.40 -0.61 -1.24
C -0.5308 2.8790 4.9778 0.47 0.55 0.60
C -2.0874 -1.0476 0.9290 -1.01 -0.53 0.64
C -0.0389 1.2360 1.8092 0.00 1.08 1.19
C 2.3639 -1.1281 -6.0040 0.46 0.12 -0.39
C 6.2324 1.0191 1.5720 0.29 -0.09 -0.09
C 1.3836 -1.1249 -4.8687 -0.53 0.40 0.12
C -4.7206 2.8419 3.8218 0.44 0.01 -0.31
C 0.7774 2.5940 5.0091 -0.30 0.15 0.73
C 0.0128 -5.4897 -4.9716 -0.33 -0.50 0.10
C -6.3396 3.9624 2.2810 -0.27 0.14 -0.12
C 4.9111 1.2427 2.2461 -0.24 -0.14 0.14
C -4.9417 3.5672 2.6481 0.21 -0.08 0.30
C -0.0284 1.8303 3.0525 0.30 -0.39 -0.61
C 3.1894 2.7890 2.9966 0.23 -0.44 -0.31
C -1.6982 -3.1026 -3.8040 0.04 0.17 -0.14
C 2.8655 -1.4278 -8.3736 -0.02 0.00 -0.31
C 1.9560 -1.3214 -7.3243 -0.27 -0.27 -0.02
C -0.6911 -1.6573 -1.0112 -1.13 0.03 0.99
C 4.4388 2.5446 2.4233 -0.28 -0.25 0.25
C 2.4115 1.6880 3.3709 0.26 0.03 -0.05
C 2.7059 4.1930 3.1594 0.17 0.59 -0.03
C -3.2852 1.6020 5.4261 -0.11 -0.39 0.39
C -2.8842 -0.0764 1.6093 0.71 0.05 -0.43
C 3.7334 -0.9867 -5.7791 0.03 -0.08 0.09
C -3.7643 -2.7278 1.6071 -0.19 -0.09 0.31
C 4.6667 -1.0930 -6.8037 0.49 0.08 0.19
H 1.1637 -0.8852 -1.7981 0.00 -0.16 -0.06
H -3.3645 2.2479 6.3145 0.11 -0.18 -0.22
H 5.0552 3.3896 2.1183 -0.11 -0.16 0.01
H -1.4622 -2.3819 -1.2710 0.26 0.32 0.49
H 6.4939 -0.0447 1.5724 0.03 0.23 -0.01
H 7.0332 1.5803 2.0711 -0.16 -0.17 -0.10
H 0.3695 -1.1942 -5.2828 0.21 0.19 0.15
H -2.5588 0.9655 1.6269 -0.31 -0.51 -0.07
H -7.0358 3.1332 2.4526 0.11 0.16 -0.07
H -2.3397 1.0546 5.4761 -0.17 0.13 -0.01
H -1.7958 4.8944 0.7395 0.17 -0.06 0.20
H -5.5588 2.6041 4.4805 0.18 -0.01 -0.21
H 1.4794 -0.1922 -4.2940 -0.14 -0.14 -0.18
H -1.1334 3.4243 5.6792 -0.05 -0.02 0.02
H -1.9355 -3.1827 0.5946 -0.30 0.18 0.19
H -2.3781 -3.9524 -3.9475 0.14 0.33 -0.03
H 1.1122 -0.8971 3.2098 0.12 0.12 0.14
H 0.2142 -6.3432 -4.3117 0.00 0.11 -0.17
H 4.5206 -0.8586 2.6240 -0.10 0.38 -0.04
H 0.8489 0.6595 1.5862 -0.05 0.35 -0.46
H -2.1564 -2.3971 -3.1050 -0.03 -0.20 -0.15
H -1.3755 -5.3223 -2.4281 0.32 0.15 0.14
H 0.3630 -5.2123 -1.9877 -0.28 0.12 -0.01
H 1.5263 2.8162 5.7458 -0.03 -0.07 0.14
H 1.7965 -0.6294 4.8311 -0.03 0.01 -0.27
H -0.2829 0.0572 0.1458 -0.08 -0.01 0.32
H -1.0585 -5.4678 -5.1886 0.12 -0.05 -0.09
H 2.6315 -1.6819 3.6813 -0.18 0.05 0.05
H -4.6687 0.3347 2.7492 0.36 -0.14 -0.25
H -0.8225 -4.1570 -1.2006 -0.01 -0.24 -0.21
H -6.6918 4.8104 2.8841 0.12 -0.16 -0.13
H -4.1033 0.8706 5.5002 0.22 0.18 0.01
H -0.7759 4.8641 2.1864 -0.19 -0.28 -0.05
H 0.5732 -5.6184 -5.9005 -0.07 0.10 0.21
H -0.7161 3.5355 1.0151 -0.02 0.13 0.21
H 2.5974 -2.1906 -3.4439 -0.42 -0.17 -0.02
H 3.5287 4.8705 2.9088 -0.19 -0.02 0.04
H 6.2013 1.3629 0.5291 0.00 -0.09 0.22
H -5.4790 -2.0060 2.7219 0.17 0.06 -0.08
H 1.8696 4.4430 2.4918 0.07 -0.21 0.20
H -4.1046 -3.7660 1.5691 0.17 0.35 0.16
H -1.5516 -2.5868 -4.7628 -0.08 -0.15 0.24
H -4.0011 4.5837 1.0005 0.05 -0.15 0.20
H -6.3930 4.2508 1.2282 -0.09 -0.01 0.13
H 2.4092 4.4155 4.1896 -0.05 -0.03 -0.23
H -0.7427 1.6320 1.0851 0.24 -0.57 0.10
```
Forces are in eV/Å.

Computed properties:
Charge = +1

4.
An isolated molecule of C6H8N2. Source: the Open Molecules 2025 dataset; level of theory: the ωB97M-V functional and the def2-TZVPD basis.

XYZ file:
```
16
Properties=species:S:1:pos:R:3:forces:R:3
N 1.8787 1.2303 -1.4264 -0.47 1.77 2.52
N 0.7403 0.6685 -1.9999 0.51 4.12 -4.25
C -0.6658 -1.1635 1.5323 -3.05 -2.94 1.81
C -0.1722 0.2833 -1.0699 -1.03 0.53 4.62
C 0.5530 0.3790 0.3802 2.58 3.70 -5.26
C -1.5950 -1.4014 0.5494 -3.37 1.29 -1.33
C 0.4325 -0.2153 1.5244 -0.62 -0.83 1.32
C 1.7388 1.3284 -0.0981 0.20 -4.28 -1.47
H 1.0621 0.0474 2.4117 -0.72 -0.57 -0.96
H -0.6143 -0.6690 -1.2900 0.50 0.11 -0.64
H -2.7597 -1.8248 0.5876 3.67 0.12 0.95
H -0.8858 -1.8176 2.4946 0.71 1.61 -1.80
H 2.7023 1.3085 0.4813 -1.13 0.92 -0.46
H -0.8352 1.1711 -1.0938 -1.26 -1.27 1.13
H -1.6613 -0.8484 -0.4789 -0.21 -1.38 3.31
H 0.0818 1.5235 -2.5047 3.68 -2.89 0.53
```
Forces are in eV/Å.

Computed properties:
SMILES string = C=C/C=C1/C=NNC1
Relative energy (zero: lowest compared OMol25 entry of this formula, charge and spin) = 146.04 kcal/mol

Number 1: HOMO level -0.3562 hartree. Number 2: HOMO level -0.3586 hartree. Number 3: HOMO level -0.3248 hartree. Number 4: HOMO level -0.3082 hartree.